Density functional theory data (ωB97M-V/def2-TZVPD) for 5 unconnected molecules or ions with the total composition C29H29F32N2O6 at a distorted geometry.

Output
* DFT total energy: -4878.891088 a.u.
* strongest force on any atom: 1.30 eV/A
* molar mass: 1109.50 g mol⁻¹
* charge: +1
* spin multiplicity: 1

Geometry (Å):
F  -1.1259  -4.4735  2.7536
F  -6.5636  5.5082  -2.7715
F  -1.9687  -4.4757  5.3674
F  6.4311  2.8984  -3.9841
F  4.1407  4.9292  1.1524
F  -3.9990  2.0028  -1.0072
F  -2.3516  -0.9895  0.0565
F  6.8670  5.4573  -4.5729
F  0.4895  -5.1311  1.4450
F  3.5304  5.4832  -1.4243
F  -3.0522  -6.1937  3.4053
F  -4.5640  -5.7314  -3.5673
F  -6.2827  1.6086  -2.3259
F  -6.4876  1.7394  -0.1492
F  7.2575  4.9667  -2.4729
F  -1.9848  -0.3159  -2.5119
F  -1.8672  -2.6769  -1.2081
F  -4.5026  3.7745  -2.1818
F  -8.4922  5.5479  -3.7680
F  5.8049  4.3960  -0.1533
F  -6.4023  5.2950  -5.4705
F  1.6646  -6.4896  3.4161
F  -5.8293  3.4106  -4.5133
F  3.8057  7.2619  -0.2094
F  -3.6423  -1.6083  -3.1401
F  -5.5577  -5.4713  -1.1039
F  -4.4712  -5.3737  4.8552
F  -2.9864  -4.2736  -3.1488
F  -5.5572  -3.6011  -2.2474
F  4.9105  3.4200  -2.5050
F  -2.7279  -5.8477  6.8683
F  -0.3698  -7.1746  2.9740
O  -3.9712  -2.3909  -0.4420
O  -1.2009  -6.5974  5.4836
O  5.0550  -1.5304  0.6466
O  5.0422  0.0770  2.1760
O  5.4007  6.7336  -1.6270
O  -7.9386  3.7201  -2.6885
N  0.3309  -0.6995  2.3033
N  1.0938  0.0340  3.0930
C  -6.8622  4.2423  -4.7629
C  -7.4514  4.7543  -3.4464
C  6.2791  5.1612  -3.3833
C  -4.1293  -3.8025  -0.3750
C  -7.4495  3.4535  -1.3922
C  4.7879  1.2993  1.4844
C  -3.1524  -0.8875  -2.1199
C  -2.8535  -1.7989  -0.9309
C  -3.8265  -5.1703  -2.5878
C  5.4403  6.3929  -3.0024
C  -4.7675  -4.4798  -1.5981
C  3.6158  1.1656  0.5222
C  2.4192  0.5113  1.1349
C  -6.2758  2.4675  -1.2846
C  -2.2849  -5.7680  5.5997
C  5.6823  -0.8739  1.4076
C  -4.8712  3.0468  -1.1156
C  0.3438  -6.1856  3.5449
C  5.1079  5.4374  0.3461
C  7.8928  -0.1670  0.4758
C  -3.4356  -6.2258  4.6996
C  0.1595  -4.9006  2.7370
C  0.4774  -0.8760  0.9967
C  7.1595  -0.9694  1.5899
C  1.5578  -0.2571  0.3659
C  2.1158  0.6209  2.5132
C  5.5361  3.8452  -3.6299
C  0.0575  -6.1224  5.0544
C  4.4537  6.2295  -0.7864
H  3.3727  2.1313  0.0848
H  -8.2767  2.9510  -0.8935
H  -0.2402  -1.4854  0.4776
H  0.7714  -6.8142  5.4980
H  8.6349  -0.8022  0.0147
H  3.9292  0.5246  -0.2987
H  7.1935  0.1601  -0.2843
H  -7.2582  4.3688  -0.8315
H  4.5683  2.0433  2.2416
H  -3.2114  -4.3028  -0.0666
H  5.6813  1.6089  0.9526
H  0.8022  -4.0989  3.1138
H  7.4075  -2.0183  1.5032
H  5.7758  6.0713  0.9306
H  -3.2450  -5.9515  -2.0900
H  7.4338  -0.5987  2.5690
H  -4.8003  3.6584  -0.2129
H  -4.8465  -3.9457  0.4308
H  -3.8647  -0.1121  -1.8432
H  1.7230  -0.3877  -0.6901
H  8.3858  0.7057  0.8850
H  4.8020  3.9569  -4.4318
H  4.4435  6.3541  -3.4412
H  5.9517  7.2336  -3.4674
H  0.2817  -5.1384  5.4676
H  -3.7448  -7.2383  4.9636
H  2.7508  1.2133  3.1454
H  -7.6240  3.7139  -5.3388
H  -0.4511  -1.1627  2.7524